(w)
C5H4S2 | the ωB97M-V functional and the def2-TZVPD basis

Each line ends with the Mulliken charge.
CARTESIAN COORDINATES (ANGSTROEM)
S 3.50 0.26 -0.27  -0.25
C 0.83 -0.74 0.05  -0.61
S 0.76 1.73 -0.04  -0.09
H -3.74 0.14 -1.06  0.42
C -0.34 0.25 0.49  -0.07
C 1.87 0.38 -0.16  0.21
H -0.29 0.28 1.57  0.35
H 0.73 -1.37 -0.86  0.30
C -1.72 0.23 -0.02  -0.70
H 1.19 -1.40 0.87  0.26
C -2.79 0.25 -0.56  0.18

Computed properties:
* SMILES: C#C[C@H]1CC(=S)S1
* HOMO energy: -8.76 eV
* frontier orbital gap: 8.57 eV


(x)
C5H4S2 | the ωB97M-V functional and the def2-TZVPD basis

Each line ends with the Mulliken charge.
CARTESIAN COORDINATES (ANGSTROEM)
H -1.13 1.81 0.46  0.53
C -0.06 -1.26 -0.49  -0.45
C 1.25 -0.32 -0.19  0.10
S -2.71 -0.71 0.28  -0.22
C 0.75 1.03 -0.18  -0.45
S 2.77 -0.68 0.24  -0.25
H 0.04 -1.47 -1.52  0.26
C -0.61 1.03 0.06  -0.48
H -0.01 -2.30 -0.02  0.30
H 1.46 1.74 -0.20  0.55
C -1.12 -0.29 -0.12  0.11

Computed properties:
* SMILES: S=C1C=CC(=S)C1
* HOMO energy: -8.87 eV
* frontier orbital gap: 7.02 eV


It is (w) that is the least stable of them.


(w)
C18H22N4O5S | the ωB97M-V functional and the def2-TZVPD basis

Each line ends with the Mulliken charge.
CARTESIAN COORDINATES (ANGSTROEM)
C 1.16 -2.44 -1.66  0.49
H 0.55 -4.23 1.45  0.26
H 0.22 2.77 -0.02  0.25
O 2.66 -1.15 0.82  -0.68
N 0.79 -0.25 2.02  0.25
H 1.26 0.54 -4.85  0.28
H 0.76 1.85 2.25  0.37
C 3.19 -0.59 -4.85  -1.43
O -1.85 0.93 -2.92  -0.60
H 3.81 -0.58 -4.10  0.43
C 0.03 1.58 0.38  0.29
H -1.61 -1.01 -1.48  0.06
N 1.75 -0.26 -4.29  -0.31
C -1.31 1.38 0.49  -0.34
H -1.35 0.24 0.63  -0.03
C 0.73 0.96 1.54  -1.45
H -1.88 1.87 -0.27  0.57
C -0.43 -1.03 -1.86  0.81
H -3.27 1.30 4.86  0.13
C -1.87 2.12 1.81  0.30
C -2.44 4.03 2.95  -0.65
O -0.29 0.88 -4.42  -0.72
H 1.97 -3.02 2.77  0.44
H 3.45 -0.08 -5.81  0.31
C -0.13 -0.59 -2.91  -1.30
H 2.80 -2.14 -2.88  0.72
C 1.44 -1.24 1.50  0.68
C -2.80 2.03 3.94  -0.30
H 0.37 0.85 -0.45  -0.12
H 0.52 -2.40 3.03  0.25
O -1.30 -4.17 -0.05  -0.77
N -0.85 0.45 -3.51  1.07
C 1.22 -2.48 2.17  -0.65
C 1.18 -0.93 -3.18  1.21
C -2.34 1.35 2.81  0.04
C -2.75 3.31 4.16  -0.53
H 2.00 1.38 1.14  0.26
H -2.31 5.11 3.09  0.33
H -2.33 0.09 2.96  -0.03
C -1.95 3.33 1.92  0.08
S -0.80 -2.81 0.20  1.05
N 0.81 -3.41 1.14  -0.49
C 0.14 -2.07 -1.18  -0.50
H -1.45 3.89 1.02  0.03
C 1.85 -1.91 -2.62  -0.88
O -1.51 -2.00 1.02  -0.40
H 1.84 -3.44 -1.07  0.01
H -2.84 3.89 5.09  0.38
H 0.02 -0.39 2.40  0.28
H 3.15 -1.49 -5.22  0.56

Computed properties:
* HOMO energy: -8.77 eV
* frontier orbital gap: 8.17 eV


(x)
C18H22N4O5S | the ωB97M-V functional and the def2-TZVPD basis

Each line ends with the Mulliken charge.
CARTESIAN COORDINATES (ANGSTROEM)
H -4.36 0.67 -0.97  0.40
H -2.53 -1.27 2.07  0.39
C -0.78 -4.04 -1.22  -1.40
H 4.35 -3.02 0.96  0.34
C -4.88 0.67 -0.02  -0.74
H -2.97 0.62 2.78  0.19
C -5.18 -0.90 0.27  -0.99
H 7.11 0.15 0.72  0.54
C -0.52 -2.64 -0.73  0.08
H -5.95 -1.20 0.78  0.52
N -3.71 0.74 0.71  0.27
N 1.07 0.05 -0.44  -0.20
C 5.38 -0.74 0.35  0.17
C 5.11 -3.26 0.18  -0.63
C 3.38 0.77 0.16  0.42
O 5.93 -1.94 0.46  -0.50
H 6.24 2.58 0.70  0.50
H -2.29 1.08 -1.54  0.28
C 4.18 1.79 0.35  -0.62
H -3.30 2.67 -1.09  0.64
H -5.35 -1.54 -0.90  0.33
C -2.93 -1.97 -0.35  0.87
H 5.78 -4.04 0.33  0.26
H -1.70 -4.00 -2.01  0.23
O -1.72 -2.49 0.01  -0.43
S -0.83 3.20 -1.07  -0.18
H 0.39 -2.45 -0.15  0.13
N -3.87 -1.60 0.40  0.07
C -3.58 -1.24 1.80  -0.75
O 1.46 2.17 -0.41  -0.32
H 4.76 -3.13 -0.99  0.23
C 6.12 0.16 0.61  -0.12
H -0.76 -4.92 -0.46  0.23
O -1.72 1.71 1.24  -0.35
C 2.04 1.01 -0.28  0.32
C 5.63 1.78 0.52  -0.76
H -4.08 -1.92 2.57  0.29
H -4.77 0.27 2.52  0.54
C 3.96 -0.40 -0.20  -0.03
H -5.78 1.18 0.02  0.46
H -0.59 -1.92 -1.56  0.28
O -3.15 -1.90 -1.43  -0.55
C 0.18 1.87 -0.63  0.28
C -2.50 2.04 -0.77  -1.37
C -2.55 1.64 0.57  0.82
H 3.28 -1.37 0.10  -0.11
H 3.88 2.78 0.26  0.41
H -0.10 -4.20 -1.87  0.63
N -0.04 0.54 -0.95  -0.14
C -3.95 0.33 2.00  -0.94

Computed properties:
* HOMO energy: -8.10 eV
* frontier orbital gap: 7.78 eV


It is (w) that is the least stable of them.


(w)
C3H5NO3 | the ωB97M-V functional and the def2-TZVPD basis

Each line ends with the Mulliken charge.
CARTESIAN COORDINATES (ANGSTROEM)
C 0.09 0.93 0.48  -0.33
H -1.62 -0.65 -0.82  0.27
O 0.70 -0.59 -1.50  -0.49
H -2.19 -1.51 0.54  0.26
H 0.08 1.52 1.39  0.26
O 0.04 -1.15 1.69  -0.57
C 1.57 0.11 -1.05  0.17
N -1.68 -0.71 0.20  -0.47
H 2.58 0.21 -1.48  0.36
O 1.44 0.90 0.02  -0.29
H -0.52 1.40 -0.29  0.29
C -0.48 -0.46 0.83  0.54

Computed properties:
* SMILES: NC(=O)COC=O
* HOMO energy: -10.06 eV
* frontier orbital gap: 10.92 eV


(x)
C3H5NO3 | the ωB97M-V functional and the def2-TZVPD basis

Each line ends with the Mulliken charge.
CARTESIAN COORDINATES (ANGSTROEM)
N -3.10 -0.12 0.03  0.85
O -3.48 0.88 -0.55  -0.50
H -1.20 0.74 -1.22  0.42
C -0.70 0.47 -0.26  0.07
H 0.99 -0.25 0.86  0.43
H 1.39 1.00 -0.22  0.27
H -1.36 -0.97 1.36  0.31
C -1.76 0.01 0.67  0.05
O -3.62 -1.22 0.03  -0.55
H 0.87 -0.88 -0.62  0.35
O -1.29 1.30 0.75  -0.41
C 0.71 0.05 -0.10  -1.29

Computed properties:
* SMILES: C[C@@H]1O[C@H]1[N+](=O)[O-]
* HOMO energy: -11.30 eV
* frontier orbital gap: 11.34 eV


(y)
C3H5NO3 | the ωB97M-V functional and the def2-TZVPD basis

Each line ends with the Mulliken charge.
CARTESIAN COORDINATES (ANGSTROEM)
H 1.05 0.78 1.41  0.32
H -0.30 1.69 0.48  0.35
C -0.21 -0.29 0.22  0.70
O 1.63 -1.13 0.19  -0.39
O 1.35 1.63 -0.47  -0.53
H 2.13 1.09 -0.69  0.32
C -1.67 -0.39 -0.04  -0.01
N 0.27 -1.38 -0.22  -0.47
H 1.92 -1.85 -0.45  0.39
H -1.81 -1.42 -0.68  0.24
O -2.50 0.43 -0.07  -0.40
C 0.43 1.00 0.54  -0.53

Computed properties:
* SMILES: O=C/C(CO)=N/O
* HOMO energy: -10.00 eV
* frontier orbital gap: 9.75 eV


It is (x) that is the least stable of them.


(w)
C3H9N3O3 | the ωB97M-V functional and the def2-TZVPD basis

Each line ends with the Mulliken charge.
CARTESIAN COORDINATES (ANGSTROEM)
C 2.69 0.79 -0.75  -0.58
C 1.56 -1.19 0.40  -0.38
H 2.40 -1.61 0.07  0.54
N -0.73 -1.07 0.61  -0.29
H 3.32 -0.03 -1.25  0.31
O 1.70 0.19 0.37  -0.38
H 1.48 -1.29 1.40  0.32
H 2.09 1.24 -1.65  0.22
H -2.23 1.57 -0.67  0.25
N -0.61 2.07 0.68  -0.62
C -1.63 -0.18 -0.14  0.50
H 0.33 1.76 0.16  0.36
N -1.44 1.14 -0.31  -0.14
H -0.49 1.29 1.60  0.33
O 0.41 -1.38 -0.41  -0.34
H -1.39 -1.98 0.90  0.32
O -2.74 -0.57 -0.54  -0.67
H 3.21 1.58 0.09  0.24

Computed properties:
* SMILES: COCONC(=O)NN
* HOMO energy: -9.54 eV
* frontier orbital gap: 10.23 eV


(x)
C3H9N3O3 | the ωB97M-V functional and the def2-TZVPD basis

Each line ends with the Mulliken charge.
CARTESIAN COORDINATES (ANGSTROEM)
N 0.24 -0.97 -0.20  -0.01
C -1.39 0.76 0.57  -0.87
C -0.91 -0.60 0.63  -0.77
H -2.04 0.83 1.38  0.39
C 0.00 -0.44 -1.57  -0.66
O 3.37 -0.66 1.02  -0.45
N 2.29 -1.39 0.83  -0.26
H 1.12 -0.47 -2.01  0.32
O -2.19 1.13 -0.55  -0.54
H -0.73 -0.71 1.56  0.53
H -1.82 -1.21 0.57  0.42
H -0.85 -1.17 -1.80  0.34
H -1.63 2.12 -0.60  0.41
H -0.52 0.71 -1.83  0.19
H -0.50 1.30 0.67  0.48
O 1.72 0.81 0.22  -0.51
N 1.27 -0.57 0.46  0.59
H 2.56 0.54 0.67  0.41

Computed properties:
* SMILES: CN(CCO)N(O)N=O
* HOMO energy: -9.55 eV
* frontier orbital gap: 9.36 eV


It is (x) that is the least stable of them.